ORCA calculation (ωB97M-V/def2-TZVPD) on a cluster of 8 separate species, C16H48O8 in total in a non-equilibrium geometry.

The geometry in ORCA input format:
```
! wB97M-V def2-TZVPD RIJCOSX def2/J DEFGRID3
* xyz 0 1
C -2.97 -1.72 1.97
C -1.97 -1.83 3.10
O -2.37 -2.93 3.93
H -2.91 -2.61 1.35
H -2.76 -0.89 1.30
H -3.99 -1.67 2.35
H -1.88 -0.89 3.65
H -0.99 -2.08 2.67
H -1.71 -3.03 4.62
C 1.07 -1.85 -4.34
C 2.41 -1.42 -3.74
O 2.25 -1.28 -2.32
H 1.25 -2.20 -5.36
H 0.40 -0.99 -4.39
H 0.60 -2.63 -3.75
H 2.71 -0.47 -4.18
H 3.14 -2.22 -3.92
H 2.95 -0.69 -1.99
C 1.08 -0.16 1.27
C 0.05 -0.02 0.15
O 0.00 -1.19 -0.64
H 0.91 -1.08 1.84
H 1.09 0.71 1.92
H 2.05 -0.30 0.77
H 0.33 0.87 -0.42
H -0.95 0.20 0.52
H 0.86 -1.29 -1.08
C -2.80 4.28 -0.61
C -1.83 3.47 0.22
O -1.91 3.80 1.61
H -2.68 4.03 -1.66
H -2.59 5.34 -0.48
H -3.83 4.07 -0.31
H -0.79 3.62 -0.08
H -2.01 2.39 0.11
H -2.71 3.40 1.96
C 0.44 0.97 5.21
C 0.95 0.51 6.58
O -0.01 -0.30 7.25
H 1.19 1.61 4.73
H -0.50 1.51 5.33
H 0.29 0.13 4.54
H 1.16 1.41 7.17
H 1.84 -0.10 6.49
H -0.75 0.26 7.50
C -2.06 -5.54 0.12
C -1.01 -4.45 -0.01
O -1.46 -3.50 -0.96
H -2.96 -5.10 0.55
H -1.71 -6.35 0.76
H -2.32 -5.92 -0.87
H -0.04 -4.88 -0.30
H -0.87 -3.98 0.97
H -0.97 -2.68 -0.79
C -1.04 1.78 -3.53
C -0.14 2.27 -4.63
O 0.36 3.55 -4.23
H -1.94 2.39 -3.44
H -0.55 1.89 -2.55
H -1.25 0.72 -3.66
H -0.74 2.39 -5.54
H 0.71 1.59 -4.79
H 0.86 3.94 -4.95
C 2.87 2.27 -1.22
C 4.12 1.61 -1.72
O 4.20 0.30 -1.12
H 2.74 3.25 -1.69
H 2.89 2.38 -0.14
H 2.00 1.67 -1.50
H 4.98 2.21 -1.38
H 4.17 1.55 -2.81
H 5.05 -0.09 -1.36
*
```

## Properties
SMILES string: CCO.CCO.CCO.CCO.CCO.CCO.CCO.CCO
largest force on an atom: 0.020 hartree/bohr

***

ORCA calculation (ωB97M-V/def2-TZVPD) on a cluster of 8 separate species, C16H48O8 in total in a non-equilibrium geometry.

The geometry in ORCA input format:
```
! wB97M-V def2-TZVPD RIJCOSX def2/J DEFGRID3
* xyz 1 2
C 7.52 -4.98 13.23
C 7.22 -6.48 12.95
O 7.34 -6.79 11.62
H 7.19 -4.72 14.24
H 6.92 -4.36 12.57
H 8.58 -4.77 13.18
H 6.23 -6.86 13.20
H 7.96 -7.09 13.46
H 6.55 -6.47 11.18
C 9.95 -5.49 16.74
C 10.35 -5.68 15.33
O 11.67 -6.00 15.25
H 8.97 -5.01 16.65
H 10.47 -4.61 17.12
H 9.80 -6.36 17.39
H 10.24 -4.75 14.77
H 9.80 -6.41 14.74
H 12.20 -5.47 15.86
C 4.27 -11.53 16.18
C 4.96 -12.67 15.37
O 6.39 -12.49 15.47
H 4.63 -11.51 17.21
H 3.22 -11.75 16.40
H 4.35 -10.56 15.68
H 4.54 -12.53 14.38
H 4.71 -13.65 15.76
H 6.71 -12.57 14.57
C 9.31 -12.45 20.87
C 10.56 -11.59 20.86
O 11.17 -11.59 19.52
H 9.53 -13.50 20.66
H 8.55 -12.24 20.12
H 8.94 -12.58 21.89
H 11.26 -11.79 21.67
H 10.17 -10.60 21.09
H 10.74 -10.92 18.97
C 9.96 -14.59 17.72
C 11.32 -14.00 17.35
O 12.13 -13.74 18.48
H 9.22 -14.63 16.92
H 9.44 -13.90 18.38
H 9.88 -15.61 18.10
H 11.21 -13.12 16.72
H 11.75 -14.87 16.85
H 11.86 -12.90 18.85
C 9.40 -10.41 15.80
C 9.95 -9.01 15.45
O 10.74 -8.71 16.55
H 9.01 -11.00 14.97
H 8.48 -10.20 16.35
H 10.02 -10.98 16.49
H 9.13 -8.30 15.38
H 10.50 -9.13 14.52
H 11.34 -7.98 16.36
C 6.01 -7.69 18.07
C 7.10 -8.50 18.77
O 6.53 -8.93 19.95
H 6.39 -7.28 17.13
H 5.61 -6.84 18.63
H 5.26 -8.38 17.69
H 8.03 -7.96 19.00
H 7.35 -9.28 18.05
H 6.84 -8.50 20.76
C 12.33 -7.18 10.96
C 11.14 -7.45 11.77
O 10.08 -7.23 10.82
H 12.19 -6.23 10.44
H 12.41 -7.94 10.19
H 13.22 -7.04 11.58
H 11.15 -6.78 12.64
H 11.14 -8.50 12.06
H 9.23 -7.19 11.25
*
```

## Properties
largest force on an atom: 0.068 hartree/bohr

***

ORCA calculation (ωB97M-V/def2-TZVPD) on a cluster of 6 separate species, C16H49O21P5 in total in a non-equilibrium geometry.

The geometry in ORCA input format:
```
! wB97M-V def2-TZVPD RIJCOSX def2/J DEFGRID3
* xyz 0 1
C -2.05 4.60 1.70
O -3.31 4.69 1.10
P -4.43 3.61 1.61
O -3.97 2.24 1.75
O -5.00 4.34 2.97
C -6.35 4.12 3.44
O -5.69 3.82 0.61
C -5.57 3.44 -0.68
H -1.26 4.78 0.98
H -1.83 3.61 2.11
H -1.85 5.46 2.34
H -7.15 3.83 2.76
H -6.74 5.08 3.79
H -6.37 3.47 4.32
H -4.72 2.76 -0.75
H -5.47 4.32 -1.32
H -6.44 2.86 -0.98
C 4.85 2.66 -2.67
O 4.39 3.50 -3.67
P 2.99 3.07 -4.44
O 2.71 3.95 -5.68
O 1.85 3.21 -3.33
C 0.56 2.84 -3.55
O 3.05 1.47 -4.74
C 3.59 0.99 -5.90
H 5.90 2.41 -2.82
H 4.30 1.72 -2.62
H 4.82 2.99 -1.63
H 0.46 2.20 -4.42
H -0.15 3.65 -3.67
H 0.03 2.22 -2.82
H 2.87 0.46 -6.52
H 4.22 0.11 -5.76
H 4.24 1.59 -6.54
C -1.15 -3.83 -4.58
O -0.38 -3.12 -3.63
P -0.20 -3.64 -2.09
O -0.40 -5.07 -1.92
O -1.35 -2.82 -1.29
C -2.74 -3.00 -1.49
O 1.16 -2.96 -1.55
C 1.50 -1.61 -1.76
H -2.03 -4.23 -4.08
H -0.47 -4.59 -4.94
H -1.47 -3.16 -5.38
H -3.38 -2.90 -0.61
H -3.04 -3.94 -1.94
H -3.11 -2.18 -2.11
H 0.88 -1.00 -2.42
H 2.53 -1.64 -2.10
H 1.69 -1.07 -0.83
C 5.20 -1.01 3.52
O 4.89 0.25 2.86
P 3.39 0.55 2.21
O 2.68 -0.59 1.62
O 2.66 1.35 3.37
C 3.30 2.56 3.89
O 3.52 1.80 1.15
C 2.51 1.92 0.17
H 4.98 -0.93 4.58
H 6.22 -1.34 3.35
H 4.56 -1.79 3.11
H 2.82 2.89 4.81
H 3.26 3.46 3.29
H 4.37 2.40 3.93
H 2.92 2.00 -0.83
H 2.14 2.89 0.49
H 1.67 1.24 0.22
C -3.06 -5.19 3.29
O -1.76 -5.69 3.08
P -0.58 -4.54 3.14
O -0.79 -3.61 4.32
O 0.74 -5.49 3.19
C 0.97 -6.52 2.26
O -0.63 -3.92 1.65
C -0.40 -2.53 1.45
H -3.28 -4.91 4.32
H -3.76 -6.01 3.12
H -3.50 -4.37 2.72
H 1.41 -6.05 1.38
H 0.03 -6.86 1.84
H 1.72 -7.29 2.47
H -1.19 -2.01 0.91
H 0.52 -2.45 0.87
H -0.32 -1.97 2.38
C -0.97 1.03 0.57
O -2.20 0.55 0.63
H -0.82 1.99 1.06
H -0.18 0.31 0.76
H -0.78 1.42 -0.43
H -2.77 1.19 1.05
*
```

## Properties
SMILES string: COP(=O)(OC)OC.COP(=O)(OC)OC.COP(=O)(OC)OC.COP(=O)(OC)OC.COP(=O)(OC)OC.CO
largest force on an atom: 0.088 hartree/bohr

***

Let's list energy above the lowest of the compared OMol25 structures with the same formula, charge and spin in order: 40.34; 31.16; 0.00 kcal/mol.
Let's list energy in order: -1240.24377; -1239.81589; -3926.12423 Ha.